The following is a DFT calculation (ωB97M-V/def2-TZVPD) of a cluster of 12 separate species, C14H29Cl22O3P in total.

Structure (XYZ):
```
69
C14H29Cl22O3P | the Open Molecules 2025 dataset | ωB97M-V/def2-TZVPD
C -4.535 -1.147 -0.035
O -4.701 -1.651 1.305
C -3.523 -1.679 1.990
O -3.043 -2.697 2.377
P -2.654 -0.065 2.427
C -4.007 1.152 2.425
O -1.899 0.184 0.955
H -5.451 -1.351 -0.585
H -4.353 -0.069 -0.016
H -3.697 -1.628 -0.539
H -4.953 0.755 2.047
H -3.703 1.979 1.778
H -4.149 1.540 3.432
H -1.242 0.877 1.097
Cl -5.704 2.883 5.509
C -5.589 1.350 6.406
Cl -4.221 0.352 5.903
H -5.479 1.570 7.461
H -6.501 0.798 6.216
Cl -5.462 4.194 1.995
C -4.268 5.313 2.661
Cl -2.606 4.759 2.409
H -4.384 6.270 2.169
H -4.437 5.395 3.728
Cl 1.320 0.865 -0.012
C 1.243 -0.715 0.792
Cl 2.408 -1.866 0.132
H 1.468 -0.576 1.843
H 0.243 -1.107 0.649
Cl 1.245 -0.233 4.536
C 1.874 -1.844 4.912
Cl 3.176 -2.335 3.821
H 2.265 -1.823 5.921
H 1.062 -2.555 4.818
Cl -2.594 -0.065 -2.285
C -2.510 -0.264 -4.039
Cl -2.280 -1.958 -4.506
H -3.433 0.089 -4.482
H -1.654 0.292 -4.396
Cl 0.210 0.326 -6.159
C 0.940 -1.287 -6.136
Cl 2.274 -1.423 -7.285
H 1.337 -1.460 -5.142
H 0.177 -2.014 -6.384
Cl 7.192 -0.696 -6.976
C 5.583 -0.933 -6.283
Cl 5.492 -2.363 -5.250
H 5.308 -0.073 -5.684
H 4.899 -1.068 -7.108
Cl -6.406 0.168 10.010
C -5.399 -1.282 10.159
Cl -4.168 -1.381 8.900
H -4.905 -1.249 11.123
H -6.043 -2.148 10.076
Cl 3.805 0.355 -3.676
C 4.574 1.264 -2.372
Cl 6.319 0.964 -2.312
H 4.416 2.320 -2.550
H 4.129 0.954 -1.432
Cl 5.308 -1.784 -9.986
C 6.937 -1.589 -10.641
Cl 6.958 -0.625 -12.123
H 7.538 -1.086 -9.894
H 7.330 -2.572 -10.867
Cl 8.088 1.177 2.051
C 6.552 0.584 1.410
Cl 5.157 1.214 2.298
H 6.463 0.908 0.381
H 6.544 -0.497 1.487
```

- Gap between HOMO and LUMO: 9.11 eV
- SMILES: COC(=O)P(C)O.ClCCl.ClCCl.ClCCl.ClCCl.ClCCl.ClCCl.ClCCl.ClCCl.ClCCl.ClCCl.ClCCl
- Electronic energy: -11242.095347 Eh